This record from OMol25 describes the ion C4H11N2O with charge +2 in a non-equilibrium geometry. The level of theory is the ωB97M-V functional and the def2-TZVPD basis.

```
! RIJCOSX wB97M-V def2-TZVPD def2/J DEFGRID3
* xyz 2 2
N -0.555 -0.711 -1.077
C -0.188 -0.063 0.255
C 1.172 -0.599 0.647
C 1.073 -2.124 0.830
O 0.330 -2.755 0.118
C -0.188 1.499 0.112
N -1.323 2.094 -0.545
H -0.788 -1.685 -0.795
H 0.231 -0.820 -1.722
H -1.356 -0.289 -1.531
H -0.943 -0.335 0.990
H 1.897 -0.222 -0.082
H 1.618 -0.292 1.601
H 1.786 -2.643 1.480
H -0.273 1.874 1.148
H 0.758 1.881 -0.259
H -1.173 2.817 -1.261
H -2.080 2.372 0.092
*
```

Summary:
HOMO energy (alpha / beta) ... -18.45 / -18.42 eV
Lowest unoccupied orbital energy (alpha / beta) ... -7.71 / -13.58 eV
E ... -342.999273 Ha
F_max ... 0.03867 Eh/bohr

---

This record from OMol25 describes the ion C4H11N2O with charge +2 in a non-equilibrium geometry. The level of theory is the ωB97M-V functional and the def2-TZVPD basis.

```
! RIJCOSX wB97M-V def2-TZVPD def2/J DEFGRID3
* xyz 2 2
N 1.389 -2.179 -0.602
C 0.787 -1.121 0.346
C -0.036 -0.190 -0.540
N -0.832 0.676 0.195
C -0.370 1.446 1.432
C -1.625 1.446 -0.764
O 0.235 -0.173 -1.770
H 1.691 -1.638 -1.439
H 0.847 -2.983 -0.984
H 2.252 -2.543 -0.113
H 1.673 -0.816 0.855
H 0.233 -1.673 1.074
H 0.406 2.241 1.270
H -1.325 1.916 1.954
H 0.008 0.702 2.103
H -2.084 0.695 -1.429
H -2.322 2.091 -0.231
H -0.927 2.103 -1.357
*
```

Summary:
HOMO energy (alpha / beta) ... -21.21 / -21.04 eV
Lowest unoccupied orbital energy (alpha / beta) ... -9.17 / -13.19 eV
E ... -342.989541 Ha
F_max ... 0.09671 Eh/bohr

---

This record from OMol25 describes the ion C4H11N2O with charge +2 in a non-equilibrium geometry. The level of theory is the ωB97M-V functional and the def2-TZVPD basis.

```
! RIJCOSX wB97M-V def2-TZVPD def2/J DEFGRID3
* xyz 2 2
N -0.375 -1.776 -2.033
C -0.641 -0.413 -1.436
C -0.516 -0.610 0.112
N -0.056 0.457 0.871
C 0.779 1.570 0.515
C 1.178 2.378 1.749
O -0.635 -1.704 0.597
H 0.498 -1.789 -2.577
H -1.145 -2.036 -2.674
H -0.197 -2.445 -1.271
H 0.169 0.232 -1.805
H -1.527 0.131 -1.745
H -0.035 0.262 1.881
H 1.757 1.290 0.095
H 0.203 2.137 -0.227
H 0.357 3.019 2.107
H 1.965 3.050 1.435
H 1.600 1.834 2.602
*
```

Summary:
HOMO energy (alpha / beta) ... -20.77 / -20.86 eV
Lowest unoccupied orbital energy (alpha / beta) ... -8.56 / -13.32 eV
E ... -343.014267 Ha
F_max ... 0.04629 Eh/bohr

---

This record from OMol25 describes a cluster of 2 separate species, C4H11N2O2S in total in a non-equilibrium geometry. The level of theory is the ωB97M-V functional and the def2-TZVPD basis.

```
! RIJCOSX wB97M-V def2-TZVPD def2/J DEFGRID3
* xyz 1 1
C -0.011 0.268 -1.529
C -2.005 1.488 -2.507
C 2.337 -0.041 -1.433
C -0.094 -0.547 3.358
N -0.981 0.563 -2.150
N 0.979 -0.215 -0.933
O -1.313 -2.311 1.728
O 0.974 -1.768 1.079
S 0.218 -2.070 2.282
H -2.195 1.378 -3.494
H -2.924 0.972 -2.243
H -1.979 2.423 -2.021
H 2.466 0.440 -2.314
H 2.652 -1.120 -1.471
H 3.044 0.653 -0.818
H -0.931 -0.020 2.936
H -0.197 -0.917 4.300
H 0.879 -0.046 3.487
H -1.791 -3.117 2.131
H 0.758 -0.863 -0.178
*
```

Summary:
HOMO energy ... -13.03 eV
Lowest unoccupied orbital energy ... -2.80 eV
E ... -816.842918 Ha
F_max ... 0.08964 Eh/bohr

---

This record from OMol25 describes a cluster of 2 separate species, C4H11N2OS in total in a non-equilibrium geometry. The level of theory is the ωB97M-V functional and the def2-TZVPD basis.

```
! RIJCOSX wB97M-V def2-TZVPD def2/J DEFGRID3
* xyz 1 1
C -0.897 -1.414 0.123
C 0.354 0.884 1.404
C 0.785 0.494 -1.061
C -0.285 0.677 0.024
N -2.197 -1.479 0.068
N 1.749 -0.484 -0.662
O -0.056 -2.297 0.094
S -1.745 1.591 -0.478
H -0.431 1.063 2.118
H 0.894 0.029 1.771
H 1.086 1.654 1.434
H 1.373 1.527 -1.211
H 0.204 0.365 -2.086
H -2.743 -0.693 -0.035
H -2.728 -2.299 -0.132
H 2.425 -0.127 0.051
H 2.316 -0.650 -1.491
H 1.486 -1.466 -0.314
H -1.591 2.625 0.384
*
```

Summary:
HOMO energy ... -12.44 eV
Lowest unoccupied orbital energy ... -3.30 eV
E ... -741.643723 Ha
F_max ... 0.10294 Eh/bohr

---

This record from OMol25 describes the ion C4H11N2S with charge -1 in a non-equilibrium geometry. The level of theory is the ωB97M-V functional and the def2-TZVPD basis.

```
! RIJCOSX wB97M-V def2-TZVPD def2/J DEFGRID3
* xyz -1 1
N -0.586 -1.090 -1.995
C -1.328 -0.967 -0.701
N -1.492 0.237 -0.004
C -0.608 0.561 1.218
C 0.744 1.029 0.760
C 1.810 0.014 0.601
S 3.079 0.355 -0.548
H -0.745 -0.378 -2.572
H 0.445 -1.133 -1.964
H -0.788 -1.759 -0.128
H -2.313 -1.240 -0.957
H -1.584 1.125 -0.437
H -0.469 -0.306 1.864
H -1.302 1.125 1.847
H 0.549 1.519 -0.268
H 1.111 1.761 1.445
H 1.230 -0.824 0.165
H 2.246 -0.029 1.674
*
```

Summary:
HOMO energy ... -2.41 eV
Lowest unoccupied orbital energy ... 3.93 eV
E ... -666.666347 Ha
Structure (SMILES) ... NCNCCC[S-]
F_max ... 0.09369 Eh/bohr

---

This record from OMol25 describes a cluster of 2 separate species, C4H11N2S in total in a non-equilibrium geometry. The level of theory is the ωB97M-V functional and the def2-TZVPD basis.

```
! RIJCOSX wB97M-V def2-TZVPD def2/J DEFGRID3
* xyz 1 1
C 0.568 -0.689 3.391
C 1.402 0.766 -2.915
C -1.098 0.906 2.470
C -0.483 -0.866 -2.767
N -0.171 -0.250 2.448
N 0.526 0.034 -2.275
S -0.124 -0.862 0.873
H 0.288 -0.213 4.304
H 1.094 -1.598 3.537
H 1.347 0.788 -4.031
H 2.026 1.452 -2.462
H -2.066 0.665 2.238
H -1.143 1.544 3.369
H -0.615 1.563 1.631
H -1.531 -0.614 -2.429
H -0.346 -0.989 -3.876
H -0.226 -1.855 -2.209
H 0.552 0.218 -1.295
*
```

Summary:
HOMO energy ... -11.54 eV
Lowest unoccupied orbital energy ... -4.85 eV
E ... -666.347137 Ha
F_max ... 0.09637 Eh/bohr

---

This record from OMol25 describes the ion C4H11N2S with charge +1 in a non-equilibrium geometry. The level of theory is the ωB97M-V functional and the def2-TZVPD basis.

```
! RIJCOSX wB97M-V def2-TZVPD def2/J DEFGRID3
* xyz 1 1
N 0.579 -1.684 0.448
C -0.256 -0.597 0.069
C -1.370 0.070 0.915
C -1.770 1.233 0.036
S -0.147 1.971 -0.671
C 0.818 0.595 -0.110
N 1.883 -0.010 -1.040
H 0.427 -2.557 -0.061
H 0.894 -1.731 1.403
H -0.669 -0.989 -0.880
H -0.966 0.357 1.960
H -2.209 -0.484 1.000
H -2.383 1.128 -0.887
H -2.095 2.179 0.499
H 1.174 0.820 0.929
H 2.475 -0.639 -0.542
H 1.261 -0.563 -1.565
H 2.353 0.900 -1.502
*
```

Summary:
HOMO energy ... -12.84 eV
Lowest unoccupied orbital energy ... -3.40 eV
E ... -666.410393 Ha
Structure (SMILES) ... N[C@H]1CCS[C@@H]1[NH3+]
F_max ... 0.10458 Eh/bohr

---

This record from OMol25 describes a cluster of 2 separate species, C4H11N2S in total in a non-equilibrium geometry. The level of theory is the ωB97M-V functional and the def2-TZVPD basis.

```
! RIJCOSX wB97M-V def2-TZVPD def2/J DEFGRID3
* xyz 1 1
C 0.348 -2.617 -0.064
C -0.244 -0.186 -0.302
C -0.080 0.337 1.118
C 1.230 2.152 0.436
N -1.584 -0.157 -0.715
N 0.070 1.745 0.969
S 0.924 0.510 -1.446
H 1.081 -2.734 0.694
H 0.599 -2.690 -1.065
H -1.014 0.002 1.602
H 0.702 -0.144 1.608
H 1.369 3.092 -0.149
H 2.094 1.442 0.416
H -0.669 -2.935 -0.001
H -2.263 -0.876 -0.377
H -0.712 2.353 1.076
H -1.631 -0.386 -1.689
H -0.219 1.091 -2.111
*
```

Summary:
HOMO energy (alpha / beta) ... -11.85 / -12.16 eV
Lowest unoccupied orbital energy (alpha / beta) ... -4.64 / -4.74 eV
E ... -666.286391 Ha
F_max ... 0.06446 Eh/bohr

---

This record from OMol25 describes a structure of composition C4H11N2SSn in a non-equilibrium geometry. The level of theory is the ωB97M-V functional and the def2-TZVPD basis.

```
! RIJCOSX wB97M-V def2-TZVPD def2/J DEFGRID3
* xyz -1 1
C -2.824 -1.620 -3.078
Sn -1.022 0.621 1.021
N 0.223 0.661 -1.377
H -1.337 -0.714 2.127
H -3.739 -1.129 -2.817
H -3.044 -2.663 -3.318
H -2.213 -1.620 -2.146
H -2.181 -1.189 -3.836
H 1.108 0.359 -0.948
H 0.345 1.660 -1.502
H 0.250 0.290 -2.330
S 2.249 2.090 2.947
C 2.315 0.324 3.228
C 1.679 -0.362 2.241
N 1.084 0.467 1.288
C 1.365 1.814 1.526
H 2.853 -0.138 4.054
H 1.582 -1.446 2.141
H 1.307 2.592 0.780
*
```

Summary:
HOMO energy (alpha / beta) ... -1.26 / -0.53 eV
Lowest unoccupied orbital energy (alpha / beta) ... 3.34 / 3.32 eV
E ... -880.889645 Ha
F_max ... 0.04466 Eh/bohr

---

This record from OMol25 describes a structure of composition C4H11N3 in a non-equilibrium geometry. The level of theory is the ωB97M-V functional and the def2-TZVPD basis.

```
! RIJCOSX wB97M-V def2-TZVPD def2/J DEFGRID3
* xyz 0 1
C 1.276 0.447 -0.978
C -2.006 0.485 0.669
C 1.040 -0.801 1.000
C 0.125 -0.177 -0.264
N -0.468 -1.247 -1.053
N 1.177 1.730 -1.055
N -0.695 0.851 0.203
H 2.074 -0.168 -1.386
H -1.201 -1.698 -0.520
H 0.223 -1.945 -1.307
H 1.970 2.277 -1.371
H 0.056 1.874 -0.266
H -2.502 1.376 1.059
H -2.668 0.046 -0.098
H -1.949 -0.242 1.493
H 1.748 -1.573 0.695
H 1.535 -0.001 1.544
H 0.266 -1.234 1.634
*
```

Summary:
HOMO energy ... -7.20 eV
Lowest unoccupied orbital energy ... 0.86 eV
E ... -323.176148 Ha
F_max ... 0.05249 Eh/bohr

---

This record from OMol25 describes a cluster of 2 separate species, C4H11N3 in total in a non-equilibrium geometry. The level of theory is the ωB97M-V functional and the def2-TZVPD basis.

```
! RIJCOSX wB97M-V def2-TZVPD def2/J DEFGRID3
* xyz 0 1
C 1.302 1.761 -1.808
N 2.496 1.065 -1.354
C 2.469 0.402 -0.278
N 1.675 0.608 0.830
H 0.609 1.044 -2.250
H 1.605 2.464 -2.581
H 0.758 2.325 -1.036
H 3.219 -0.373 -0.103
H 1.977 0.212 1.703
H 1.194 1.488 0.910
C -1.978 -2.664 0.723
N -1.956 -1.617 0.023
C -2.282 -0.367 0.692
H -1.964 -3.629 0.220
H -2.032 -2.666 1.818
H -1.384 0.249 0.779
H -2.752 -0.497 1.670
H -2.956 0.192 0.042
*
```

Summary:
HOMO energy ... -8.65 eV
Lowest unoccupied orbital energy ... 0.83 eV
E ... -323.209611 Ha
Structure (SMILES) ... C/N=C\N.C=NC
F_max ... 0.03085 Eh/bohr

---

This record from OMol25 describes an isolated molecule of C4H11N3 in a non-equilibrium geometry. The level of theory is the ωB97M-V functional and the def2-TZVPD basis.

```
! RIJCOSX wB97M-V def2-TZVPD def2/J DEFGRID3
* xyz 0 1
H 0.747 -1.043 1.684
N 1.147 -1.277 0.766
C 0.677 -0.421 -0.113
C 1.198 -0.547 -1.528
C -0.800 0.199 -0.049
C -1.834 -0.760 0.511
N -0.601 1.321 0.857
N 0.978 1.492 0.693
H 0.581 -1.258 -2.079
H 1.163 0.419 -2.039
H 2.226 -0.916 -1.527
H -1.092 0.532 -1.050
H -1.842 -1.686 -0.073
H -2.833 -0.315 0.495
H -1.619 -1.023 1.552
H -1.056 2.145 0.455
H 1.499 1.134 1.495
H 1.461 2.005 -0.050
*
```

Summary:
HOMO energy ... -8.39 eV
Lowest unoccupied orbital energy ... 0.83 eV
E ... -323.156863 Ha
Structure (SMILES) ... [H]/N=C(/C)[C@@H](C)NN
F_max ... 0.07285 Eh/bohr

---

This record from OMol25 describes the ion C4H11N3 with charge +1 in a non-equilibrium geometry. The level of theory is the ωB97M-V functional and the def2-TZVPD basis.

```
! RIJCOSX wB97M-V def2-TZVPD def2/J DEFGRID3
* xyz 1 2
C 1.538 -0.044 -1.746
C 1.095 -1.007 -0.686
C -0.336 -0.718 -0.213
N -2.461 -0.236 1.542
C -1.306 0.226 1.866
N -0.309 0.192 0.933
N 1.375 1.359 -1.381
H 1.026 -0.268 -2.697
H 2.546 -0.239 -2.116
H 1.084 -2.017 -1.070
H 1.735 -1.098 0.199
H -0.852 -1.627 0.077
H -0.879 -0.173 -0.984
H -3.104 -0.258 2.333
H -1.004 0.394 2.900
H 0.575 0.570 1.272
H 1.912 1.972 -1.980
H 0.412 1.652 -1.525
*
```

Summary:
HOMO energy (alpha / beta) ... -13.45 / -13.36 eV
Lowest unoccupied orbital energy (alpha / beta) ... -3.65 / -8.24 eV
E ... -322.941263 Ha
F_max ... 0.03644 Eh/bohr